{"formula": "C3H4N2OS", "method": "ωB97M-V/def2-TZVPD", "gap_ev": [7.25, 7.40], "total_charge": 0, "homo_energy_ev": [-9.287, -9.220], "lumo_ev": [-2.0, -1.8], "species": ["H", "S", "C", "H", "O", "N", "N", "C", "H", "H", "C"], "xyz": [[0.3551, 2.2995, 0.3813], [-0.3187, 0.7842, -1.4554], [0.3413, 1.2314, 0.5999], [0.6370, 1.0400, 1.6333], [-1.4778, -1.4973, -2.3685], [-0.9491, 0.6010, 0.2131], [1.1030, 0.4416, -0.4022], [0.7131, -0.8988, 0.0766], [1.4226, -1.6974, 0.0528], [-1.2710, -1.5017, 0.8220], [-0.5555, -0.8024, 0.4471]], "nbo_charge": [0.212, 0.616, -0.102, 0.200, -0.173, -0.529, -0.529, -0.089, 0.234, 0.237, -0.077]}

{"formula": "C3H4N2OS2", "method": "ωB97M-V/def2-TZVPD", "gap_ev": 7.86, "total_charge": 0, "homo_energy_ev": -8.601, "lumo_ev": -0.7, "species": ["H", "O", "N", "H", "S", "H", "C", "C", "H", "N", "S", "C"], "xyz": [[3.0616, -1.8924, 0.2735], [-3.6121, -0.4087, 0.0173], [-2.2537, -0.3768, 0.0541], [-2.3108, 1.6833, -0.3361], [0.4748, 2.3952, 0.0346], [-3.7793, -1.3413, 0.3000], [-1.7127, 0.7942, -0.1753], [-0.2176, 0.9091, -0.0846], [4.2300, -0.4313, 0.0653], [2.2621, 0.0686, -0.0813], [0.6667, -0.5791, -0.1244], [3.1910, -0.8208, 0.0571]], "nbo_charge": [0.165, -0.522, -0.098, 0.213, 0.057, 0.485, -0.044, -0.379, 0.189, -0.518, 0.515, -0.063]}

{"formula": "C3H4N2OS2", "method": "ωB97M-V/def2-TZVPD", "gap_ev": 7.59, "total_charge": 0, "homo_energy_ev": -8.219, "lumo_ev": -0.6, "species": ["H", "C", "N", "H", "S", "C", "H", "S", "C", "H", "N", "O"], "xyz": [[1.2921, -2.2607, -0.8366], [-0.7286, -0.7099, 0.5937], [1.6175, -1.3450, -0.9243], [2.5617, -1.2206, -1.2871], [1.8198, 1.1755, 0.0981], [-1.5328, 0.4868, 0.2374], [-0.0539, 1.6557, 0.9121], [-2.8723, 0.0976, -0.6149], [1.1702, -0.3172, -0.2296], [-1.3568, 2.5220, 0.2903], [-1.0794, 1.6764, 0.6508], [-0.8375, -1.7606, 1.1100]], "nbo_charge": [0.411, 0.607, -0.773, 0.394, -0.170, -0.052, 0.411, -0.045, 0.022, 0.404, -0.749, -0.461]}

{"formula": "C3H4N2S", "method": "ωB97M-V/def2-TZVPD", "gap_ev": [7.32, 7.32], "total_charge": 0, "homo_energy_ev": [-8.791, -8.790], "lumo_ev": [-1.5, -1.5], "species": ["C", "C", "C", "H", "H", "N", "N", "H", "H", "S"], "xyz": [[-0.3189, -0.0584, 0.7180], [0.0458, -0.1603, -0.6583], [3.6252, 0.3347, -0.0244], [0.6548, 0.5754, -1.2800], [-1.2651, -0.5622, 1.0282], [4.2875, 1.2613, -0.1167], [2.9577, -0.6714, 0.4877], [-0.4806, -0.7883, -1.3056], [0.1054, 0.5297, 1.5599], [1.6405, -1.3083, -0.1214]], "nbo_charge": [-0.312, -0.516, 0.361, 0.259, 0.217, -0.373, -0.773, 0.235, 0.240, 0.661]}

{"formula": "C3H4N2S", "method": "ωB97M-V/def2-TZVPD", "gap_ev": [7.59, 7.59], "total_charge": 0, "homo_energy_ev": [-8.553, -8.550], "lumo_ev": [-1.0, -1.0], "species": ["H", "N", "C", "H", "C", "H", "H", "N", "C", "S"], "xyz": [[-2.9681, -0.7057, -0.0187], [-2.2738, -0.0806, -0.4038], [0.0060, 1.2211, 0.0399], [-0.2527, 2.2387, 0.2017], [1.5932, 0.5986, -0.0757], [0.3387, -2.3393, 0.1988], [2.4487, 1.2222, -0.1941], [1.5797, -0.7010, -0.0539], [0.4387, -1.2980, -0.0421], [-0.9104, -0.1559, 0.3480]], "nbo_charge": [0.366, -1.083, -0.534, 0.248, 0.043, 0.214, 0.211, -0.430, -0.183, 1.150]}

{"formula": "C3H4N2S", "method": "ωB97M-V/def2-TZVPD", "gap_ev": 9.26, "total_charge": 0, "homo_energy_ev": -8.891, "lumo_ev": 0.4, "species": ["H", "C", "N", "N", "H", "C", "H", "S", "H", "C"], "xyz": [[-0.1196, 2.1589, -1.2528], [-0.7718, -1.2323, 1.1954], [-1.5731, -1.4125, 2.0100], [-0.1932, 0.2020, -0.6727], [-0.4319, 0.0291, -1.6652], [0.2307, 1.4895, -0.5216], [0.2548, -1.7503, -0.4932], [1.1632, 2.1743, 0.6707], [1.2146, -0.7435, 0.5636], [0.2263, -0.9152, 0.1660]], "nbo_charge": [0.194, 0.262, -0.284, -0.566, 0.406, -0.059, 0.241, -0.132, 0.265, -0.327]}

{"formula": "C3H4N2S", "method": "ωB97M-V/def2-TZVPD", "gap_ev": 8.58, "total_charge": 0, "homo_energy_ev": -8.970, "lumo_ev": -0.4, "species": ["S", "N", "C", "N", "H", "H", "H", "H", "C", "C"], "xyz": [[-1.9627, 0.0685, 0.0136], [-0.2370, 0.0782, -0.1552], [1.9398, 0.6568, 0.1036], [0.4191, -1.1091, -0.1250], [2.9266, 1.1585, 0.4928], [2.4777, -1.7133, 0.2425], [0.3294, 2.2673, -0.0638], [-1.8264, -1.3609, 1.0306], [0.6340, 1.1143, -0.0335], [1.7963, -0.8097, -0.0632]], "nbo_charge": [0.178, -0.333, -0.355, -0.284, 0.253, 0.233, 0.235, 0.192, -0.048, -0.073]}

{"formula": "C3H4N2S2", "method": "ωB97M-V/def2-TZVPD", "gap_ev": 9.10, "total_charge": 0, "homo_energy_ev": -8.982, "lumo_ev": 0.1, "species": ["C", "H", "S", "H", "H", "S", "C", "H", "N", "N", "C"], "xyz": [[2.3835, 1.2143, 0.2263], [-2.0802, -1.8487, 0.3475], [3.2456, -1.0632, -0.2019], [0.3039, 0.9592, 0.3931], [2.6723, 2.2884, 0.3349], [0.0714, -2.5720, 0.2346], [1.5508, -0.8558, 0.0391], [-1.6089, -1.8426, -1.2319], [3.5147, 0.5582, 0.0469], [-1.3234, -1.8674, -0.2934], [1.2236, 0.4536, 0.2436]], "nbo_charge": [-0.003, 0.384, 0.623, 0.241, 0.225, 0.401, -0.263, 0.383, -0.605, -0.987, -0.400]}

{"formula": "C3H4N2S2", "method": "ωB97M-V/def2-TZVPD", "gap_ev": 9.29, "total_charge": 0, "homo_energy_ev": -8.878, "lumo_ev": 0.4, "species": ["C", "N", "S", "H", "N", "H", "S", "C", "C", "H", "H"], "xyz": [[0.6722, 1.0129, 0.2660], [1.1636, -1.7949, 0.0028], [-1.6296, -1.0436, -0.3495], [-0.4216, -3.1062, 0.1369], [-1.6321, 0.6210, -0.4668], [-0.8275, 2.4211, -0.2465], [1.6094, -0.2226, -0.6358], [-0.0874, -2.0726, 0.0335], [-0.7237, 1.3574, -0.1706], [0.6069, 0.8514, 1.3706], [1.2699, 1.9761, 0.0594]], "nbo_charge": [-0.674, -0.562, 0.369, 0.213, -0.527, 0.178, 0.404, -0.036, 0.125, 0.259, 0.251]}

{"formula": "C3H4N2S2", "method": "ωB97M-V/def2-TZVPD", "gap_ev": 7.31, "total_charge": 0, "homo_energy_ev": -8.555, "lumo_ev": -1.2, "species": ["H", "H", "H", "C", "C", "N", "C", "N", "H", "S", "S"], "xyz": [[1.0236, -1.1001, -1.3378], [-1.0240, 1.9557, -0.7914], [2.3716, -0.2011, 0.3790], [-0.4746, 1.1107, -0.3022], [-1.6053, 0.2353, 0.0097], [0.7639, 1.0812, 0.0350], [1.2404, -0.2544, 0.4695], [0.7484, -1.2934, -0.3597], [0.9372, -0.3490, 1.5663], [-0.8980, -1.7667, -0.1924], [-3.0832, 0.5819, 0.5240]], "nbo_charge": [0.381, 0.200, 0.211, -0.017, -0.269, -0.345, -0.106, -0.766, 0.208, 0.350, 0.154]}

{"formula": "C3H4N2S2", "method": "ωB97M-V/def2-TZVPD", "gap_ev": [7.58, 7.62], "total_charge": 0, "homo_energy_ev": [-9.236, -9.176], "lumo_ev": [-1.7, -1.6], "species": ["S", "H", "S", "N", "H", "N", "C", "H", "H", "C", "C"], "xyz": [[2.8727, 0.8490, -0.6499], [3.5351, -0.3426, 1.5661], [3.6570, -0.7234, 0.2742], [-0.0394, -1.0669, -0.8498], [0.5389, -1.8442, -1.1293], [-1.3643, -1.1893, -0.7492], [0.3224, 0.1693, -0.5230], [-2.8635, 0.1503, -0.2152], [-0.8113, 1.9437, 0.0994], [-1.8148, -0.0062, -0.3623], [-0.7708, 0.9194, -0.2009]], "nbo_charge": [-0.020, 0.124, -0.065, -0.411, 0.421, -0.263, 0.252, 0.211, 0.243, -0.049, -0.443]}

{"formula": "C3H4N2S2", "method": "ωB97M-V/def2-TZVPD", "gap_ev": [6.33, 6.62], "total_charge": 0, "homo_energy_ev": [-6.458, -9.143], "spin_multiplicity": 3, "lumo_ev": [-0.1, -2.5], "species": ["H", "C", "H", "C", "S", "C", "N", "H", "S", "N", "H"], "xyz": [[3.0044, -1.2636, -1.3632], [2.4871, -0.4792, -1.8787], [-0.4889, -2.6113, -1.7704], [1.2505, -0.1539, -1.6518], [1.2247, 1.5350, -3.1913], [-0.8630, -1.7035, -2.0502], [2.7616, 1.0888, -3.4213], [-0.6980, -1.4806, -3.2131], [-0.2720, -0.3969, -0.9218], [3.2666, 0.1271, -2.8119], [-1.9954, -1.7138, -2.0891]], "nbo_charge": [0.246, -0.145, 0.214, -0.264, 0.257, -0.757, -0.236, 0.245, 0.409, -0.204, 0.234]}

{"formula": "C3H4N2S3", "method": "ωB97M-V/def2-TZVPD", "gap_ev": 8.17, "total_charge": 0, "homo_energy_ev": -8.543, "lumo_ev": -0.4, "species": ["C", "S", "S", "C", "H", "C", "H", "H", "N", "H", "N", "S"], "xyz": [[-1.2073, 0.3205, 1.5503], [2.3241, -0.7374, -0.8682], [1.1868, 1.1008, 1.9194], [-0.4991, 1.1471, 2.3806], [-0.9087, 1.7800, 3.0524], [0.8549, -0.1119, 0.7695], [-2.2395, 0.2666, 1.6643], [-0.7437, -0.4442, -2.8997], [-0.3793, -0.4024, 0.6775], [0.1480, -1.9275, -2.7155], [0.0778, -0.9690, -3.0432], [1.3858, -0.0226, -2.4873]], "nbo_charge": [-0.056, 0.017, 0.405, -0.419, 0.225, -0.007, 0.213, 0.385, -0.499, 0.395, -0.982, 0.322]}

{"formula": "C3H4N3", "method": "ωB97M-V/def2-TZVPD", "gap_ev": [7.26, 8.09], "total_charge": 1, "homo_energy_ev": [-15.696, -15.906], "lumo_ev": [-8.4, -7.8], "species": ["H", "H", "C", "C", "C", "N", "H", "N", "N", "H"], "xyz": [[1.3632, 1.1018, 1.0933], [-0.5972, -0.3038, -3.0580], [0.4026, 0.7073, 1.4515], [-0.2139, 0.4276, -0.8955], [-0.5399, -0.4395, -1.9720], [0.0235, -0.0279, 0.3170], [0.5296, -0.0211, 2.2540], [-0.1674, -1.2487, 0.3677], [-0.5756, -1.5786, -1.3849], [-0.2249, 1.3828, 1.8267]], "nbo_charge": [0.257, 0.317, -0.423, 0.431, -0.110, -0.169, 0.268, 0.186, -0.019, 0.263]}

{"formula": "C3H4N3O2", "method": "ωB97M-V/def2-TZVPD", "gap_ev": 6.79, "total_charge": -1, "homo_energy_ev": -2.909, "lumo_ev": 3.9, "species": ["N", "O", "C", "C", "H", "O", "N", "N", "C", "H", "H", "H"], "xyz": [[-1.3784, -0.1875, -0.3778], [-3.7521, -0.9680, -0.0113], [-0.2378, -0.5437, -0.4971], [1.0723, -0.8226, -0.7645], [2.4855, 0.1192, 1.3687], [-3.2955, 1.0265, 0.9345], [2.1627, 0.8752, 0.7307], [2.0286, 0.2066, -0.7135], [-3.2833, 0.0212, 0.3144], [1.7320, 1.1090, -1.2481], [1.3571, -1.7964, -0.7152], [1.1090, 0.9605, 0.9793]], "nbo_charge": [-0.637, -0.582, 0.329, -0.496, 0.323, -0.617, -0.734, -0.478, 1.054, 0.332, 0.181, 0.326]}

{"formula": "C3H4N3O2S", "method": "ωB97M-V/def2-TZVPD", "gap_ev": [7.45, 6.85], "total_charge": -1, "homo_energy_ev": [-5.050, -4.654], "lumo_ev": [2.4, 2.2], "species": ["H", "S", "O", "C", "N", "H", "H", "N", "O", "H", "C", "N", "C"], "xyz": [[-2.6405, 0.4513, 0.8559], [-0.4906, 1.1579, -0.1945], [-1.0167, 2.2366, -1.0193], [0.6171, 0.1458, -1.1090], [0.7288, -1.1536, -0.8460], [1.9994, -2.4734, -1.7290], [-1.3760, -0.8391, 0.7208], [2.1246, -0.4006, -2.4616], [0.9516, 2.2798, 1.6415], [1.9045, 2.0624, 1.5126], [1.6290, -1.4510, -1.7580], [1.4284, 0.6850, -1.9941], [-1.7203, 0.1886, 0.3730]], "nbo_charge": [0.223, 1.637, -0.909, -0.027, -0.544, 0.165, 0.237, -0.354, -0.885, 0.423, 0.083, -0.297, -0.752]}

{"formula": "C3H4N3OS", "method": "ωB97M-V/def2-TZVPD", "gap_ev": 7.79, "total_charge": 1, "homo_energy_ev": -14.159, "lumo_ev": -6.4, "species": ["C", "N", "S", "C", "H", "H", "N", "N", "O", "H", "H", "C"], "xyz": [[0.0826, 1.0149, 0.4336], [-0.3944, -1.0641, -0.4957], [0.8732, 2.3247, 1.0417], [0.5251, -0.3896, 0.2061], [2.2493, 0.1855, 0.9813], [2.2571, -1.4181, 0.3707], [-1.1769, 1.0428, -0.1673], [1.7516, -0.5992, 0.6084], [-2.5332, -0.5268, -1.2337], [-0.1303, -1.9637, -0.8489], [-1.9724, 1.6453, -0.1946], [-1.5317, -0.2517, -0.7015]], "nbo_charge": [-0.040, -0.568, 0.183, 0.499, 0.455, 0.433, -0.603, -0.638, -0.439, 0.461, 0.467, 0.791]}

{"formula": "C3H4N3S3", "method": "ωB97M-V/def2-TZVPD", "gap_ev": 7.49, "total_charge": 1, "homo_energy_ev": -12.556, "lumo_ev": -5.1, "species": ["N", "C", "C", "H", "S", "H", "N", "H", "C", "S", "S", "N", "H"], "xyz": [[-2.8655, -0.3541, -1.5001], [-3.9938, 0.1096, -1.3625], [-1.7792, -0.6418, -2.0334], [0.2469, -0.6847, -1.6722], [-4.6877, 1.7809, -0.9851], [1.4905, 0.1266, 0.2170], [-0.6471, -0.4425, -1.1985], [0.6022, 0.7940, 1.4485], [-0.5442, -0.0957, 0.0305], [-5.5083, -0.2636, -0.5946], [-3.4886, 2.4373, 0.3298], [0.5886, 0.1367, 0.6678], [-1.2734, 0.1493, 0.7628]], "nbo_charge": [-0.442, -0.019, 0.298, 0.436, 0.575, 0.415, -0.565, 0.438, 0.418, 0.197, -0.302, -0.691, 0.244]}

{"formula": "C3H4N4", "method": "ωB97M-V/def2-TZVPD", "gap_ev": 9.70, "total_charge": 0, "homo_energy_ev": -10.371, "lumo_ev": -0.7, "species": ["C", "H", "H", "N", "N", "C", "N", "H", "C", "H", "N"], "xyz": [[-0.2932, 0.1039, -0.0293], [1.2274, 1.2936, 0.6668], [1.1437, -0.2519, 1.6617], [-1.0149, -1.0262, 0.2810], [-2.4468, 0.5082, -0.1337], [1.0555, 0.3046, 0.6329], [-2.2532, -0.8323, 0.1554], [1.5780, 0.3726, -1.3131], [1.2121, -0.3278, -0.6817], [1.2057, -1.3038, -0.9482], [-1.4142, 1.1590, -0.2916]], "nbo_charge": [0.091, 0.232, 0.244, -0.153, -0.051, -0.377, -0.059, 0.220, -0.272, 0.240, -0.115]}

{"formula": "C3H4N4", "method": "ωB97M-V/def2-TZVPD", "gap_ev": 10.13, "total_charge": 0, "homo_energy_ev": -9.820, "lumo_ev": 0.3, "species": ["H", "C", "N", "H", "H", "N", "N", "N", "C", "C", "H"], "xyz": [[3.2261, -0.2349, 0.2884], [1.3483, 0.3272, 0.0488], [-0.3727, -1.1928, -0.0783], [-2.3191, -1.9833, 0.1455], [-0.8749, 2.0392, -0.1520], [0.0383, 0.0448, -0.0674], [-2.1988, 0.3038, -0.1852], [2.1842, -0.6091, -0.3329], [-1.6752, -1.0797, 0.0158], [-1.0152, 0.9389, -0.1759], [1.6589, 1.4459, 0.4931]], "nbo_charge": [0.330, 0.247, -0.231, 0.214, 0.219, -0.267, -0.441, -0.570, 0.134, 0.179, 0.185]}

In the order shown, the computed max |F| values come out to 0.93 2.75 4.19 3.96 7.71 2.49 4.16 3.48 4.52 4.02 3.64 5.33 4.04 4.86 3.70 3.22 3.57 3.55 5.65 6.25 eV/Å.
In the order shown, the computed ΔE to the lowest compared entry with this formula, charge and spin values come out to 218.75 81.66 50.92 103.93 121.65 27.94 90.22 62.28 61.85 68.84 81.42 45.00 37.49 135.63 48.65 117.65 0.00 9.27 119.64 82.81 kcal per mole.